Entry 1:
This record from OMol25 describes C31H44Cl3N5PdS as an isolated structure. The level of theory is wB97M-V/def2-TZVPD.

The geometry in XYZ format:
```
85
Properties=species:S:1:pos:R:3:mulliken_charge:R:1
Pd 1.45303 0.03363 -0.06775 0.290
C -0.75606 0.89986 3.97404 -1.340
C 0.23717 -0.19199 4.22465 1.231
C 0.09451 -1.04706 5.28326 -0.796
C 1.03641 -2.06353 5.51339 -0.826
C 2.13934 -2.25557 4.65177 -0.821
C 2.33355 -1.43987 3.57391 0.808
C 3.49777 -1.60971 2.65232 -0.779
C 1.40987 -0.35531 3.39287 -0.752
N 1.62317 0.56460 2.38905 1.091
C 2.01294 1.76824 2.56143 0.449
C 2.52591 2.28133 3.86702 -1.711
C 1.86136 2.75427 1.40258 0.684
C 2.23891 4.16844 1.69032 -1.922
N 1.36162 2.33081 0.29793 0.922
C 0.96791 3.30477 -0.68854 -1.181
C 1.65071 3.44612 -1.89248 1.256
C 2.83131 2.62708 -2.25423 -0.867
C 1.22030 4.46171 -2.82679 -0.770
C 0.12615 5.27147 -2.59327 -1.057
C -0.56835 5.08305 -1.42641 -0.574
C -0.17624 4.08524 -0.45394 1.829
C -1.03312 3.96754 0.74874 -1.509
H -1.74820 0.58625 4.29508 0.583
H -0.80735 1.17797 2.92254 -0.038
H -0.50492 1.78854 4.56182 0.336
H -0.74944 -0.94716 5.95479 0.588
H 0.90730 -2.72683 6.36150 0.482
H 2.83504 -3.05830 4.86107 0.538
H 4.04962 -2.51524 2.89199 0.473
H 4.18892 -0.76580 2.72396 0.322
H 3.16448 -1.67966 1.61480 -0.095
H 2.56453 1.49380 4.61597 0.430
H 1.90280 3.09703 4.24205 0.417
H 3.53260 2.68878 3.74587 0.464
H 3.27027 4.20364 2.04873 0.552
H 1.61942 4.58664 2.48838 0.399
H 2.16366 4.80975 0.81765 0.447
H 3.72053 2.99945 -1.72936 0.335
H 3.03717 2.67295 -3.32129 0.546
H 2.69850 1.58899 -1.95526 -0.077
H 1.80091 4.57892 -3.73534 0.540
H -0.16615 6.02785 -3.30940 0.513
H -1.43715 5.68904 -1.19210 0.583
H -2.08615 3.94654 0.45209 0.639
H -0.93168 4.87911 1.35420 0.451
H -0.81270 3.10339 1.36737 -0.149
Cl 5.13393 -0.93426 -2.88767 0.008
C 4.51384 -1.37490 -1.32544 0.722
Cl 4.34620 0.13426 -0.26608 -0.047
Cl 5.47127 -2.57092 -0.50925 0.020
C 3.10749 -1.78442 -1.41171 0.052
N 1.97116 -1.96152 -1.36995 -0.501
C -4.23323 -0.91942 -3.29735 -0.920
C -3.43940 -0.04646 -4.26340 -0.373
C -2.13423 -0.65122 -4.78177 -0.897
C -0.99280 -0.69266 -3.77424 -0.504
N -1.17269 -1.77113 -2.78395 -0.082
C -1.03065 -1.71110 -1.48909 0.696
S -0.70575 -0.12529 -0.72973 -0.365
N -1.20196 -2.74576 -0.69668 0.064
C -1.54715 -4.11265 -1.16246 -1.400
C -3.01074 -4.25842 -1.56366 0.185
C -3.98929 -4.07548 -0.40430 -0.335
C -3.94334 -5.20319 0.61863 -1.317
H -5.20130 -0.47054 -3.08195 0.435
H -3.72611 -1.06105 -2.33679 0.100
H -4.42837 -1.90358 -3.72972 0.280
H -3.22509 0.92385 -3.80126 0.222
H -4.06420 0.17306 -5.12892 0.362
H -1.77483 -0.07379 -5.63494 0.402
H -2.30562 -1.66125 -5.17176 0.398
H -0.93119 0.25369 -3.22894 0.241
H -0.03705 -0.86494 -4.27211 0.274
H -1.47093 -2.66190 -3.16715 0.294
H -1.11903 -2.59367 0.29497 0.271
H -1.30478 -4.77278 -0.33215 0.560
H -0.85852 -4.36492 -1.97349 0.348
H -3.12226 -5.25824 -1.99049 0.494
H -3.25610 -3.55726 -2.36664 -0.230
H -4.99427 -4.00662 -0.82087 0.399
H -3.80652 -3.10864 0.08290 0.181
H -4.19205 -6.15800 0.15584 0.333
H -4.66407 -5.03127 1.41654 0.384
H -2.96057 -5.30833 1.08811 0.309
```

Properties
HOMO (alpha / beta): -19.59 / -19.56 eV
Total energy: -3386.5087 Ha
Maximum force: 0.4 eV Å⁻¹
Net charge: +4
Spin multiplicity: 5

---

Entry 2:
This record from OMol25 describes C31H44N4P2Ti as an isolated structure. The level of theory is wB97M-V/def2-TZVPD.

The geometry in XYZ format:
```
82
Properties=species:S:1:pos:R:3:mulliken_charge:R:1
Ti 0.89093 -0.34799 0.20041 -0.287
C 2.58377 1.08162 -2.46452 -0.006
C 1.39216 1.65273 -2.23194 -0.369
C 0.28747 1.75042 -3.25932 -1.028
C -0.18655 0.38553 -3.86833 -1.380
C 0.00891 -0.84230 -3.02766 0.568
C 1.15689 -1.40428 -2.57213 -0.802
C 2.48733 -1.29331 -3.26595 -1.112
C 2.90464 0.14783 -3.59550 -1.118
C 0.70981 -2.10473 1.30685 -0.977
H 3.44970 1.33115 -1.83880 0.738
H 1.34213 2.33601 -1.38032 0.635
H 0.51285 2.40435 -4.12349 0.515
H -0.55123 2.30215 -2.80266 0.530
H -1.26718 0.49665 -4.09999 0.434
H 0.27347 0.25960 -4.85756 0.538
H -0.94480 -1.38711 -3.02762 0.810
H 1.13768 -2.22159 -1.83338 0.503
H 2.53950 -1.91080 -4.18251 0.452
H 3.20763 -1.73677 -2.57436 0.196
H 3.98960 0.16190 -3.78869 0.507
H 2.44299 0.45314 -4.54804 0.343
H 1.76605 -2.09336 1.68008 0.423
H 0.52745 -3.05864 0.80855 0.729
H 0.04764 -2.04824 2.18059 0.151
P -1.53396 -0.90999 -0.46449 0.747
P -1.25415 1.27380 1.42030 0.170
N -1.84875 -2.58861 -1.39293 0.726
N -3.21556 -1.08424 0.13834 0.919
N 2.83237 -0.16745 0.02759 1.464
N -0.99379 2.87985 2.04417 0.443
C -1.84807 0.72948 -1.22262 -1.052
C -1.90586 1.85257 -0.16206 -0.784
C -0.80765 -3.51114 -1.49183 -0.859
C -1.05133 -4.38903 -2.53410 -0.780
C -2.34889 -4.07054 -3.04421 -0.834
C -2.79363 -2.92626 -2.36909 -0.459
C -3.61549 -2.28278 0.73757 -0.653
C -4.98487 -2.23395 0.95596 -0.648
C -5.45780 -0.96977 0.45986 -0.856
C -4.35196 -0.28962 -0.04062 -0.494
C 4.02269 -0.79759 -0.28087 -0.678
C 5.07646 0.12136 -0.13328 -0.921
C 4.50903 1.33963 0.39305 -0.822
C 3.12177 1.17262 0.38264 -0.471
C -0.10882 3.82085 1.48665 -0.278
C 0.32698 4.68842 2.47989 -0.749
C -0.32228 4.29865 3.70160 -0.650
C -1.15139 3.22704 3.39605 -0.480
H -2.72697 0.69185 -1.87962 1.009
H -0.96638 0.94488 -1.81819 -0.977
H -1.41210 2.79160 -0.45416 0.786
H -2.93797 2.11573 0.11797 0.394
H -0.00781 -3.53237 -0.76387 0.501
H -0.36455 -5.15170 -2.88756 0.504
H -2.89394 -4.63596 -3.78691 0.477
H -3.72453 -2.36342 -2.43064 0.435
H -2.89295 -3.06753 0.91327 0.444
H -5.56233 -3.04612 1.37261 0.473
H -6.48656 -0.63612 0.40150 0.470
H -4.26450 0.69066 -0.48987 0.446
H 4.03773 -1.83497 -0.61531 0.676
H 6.09472 -0.05569 -0.50289 0.433
H 4.99299 2.28626 0.68265 0.440
H 2.33741 1.92418 0.52931 0.134
H 0.05756 3.84544 0.42116 0.449
H 1.00102 5.52650 2.34241 0.487
H -0.21429 4.77868 4.66713 0.501
H -1.85824 2.68149 3.99921 0.623
C -0.64074 -0.67799 4.01844 -1.516
C 0.30249 0.50182 3.87000 2.197
C 1.23702 0.58793 5.08924 -1.618
C 1.02701 0.55963 2.50122 -1.320
H -0.09631 -1.63348 4.08374 0.448
H -1.36036 -0.69342 3.18911 0.156
H -1.23495 -0.57214 4.93695 0.444
H -0.27584 1.44447 3.88151 -0.988
H 1.77630 -0.33834 5.31541 0.421
H 1.98150 1.37853 4.97475 0.418
H 0.67152 0.81277 6.00141 0.414
H 1.65025 1.46340 2.53870 0.569
H 1.74998 -0.28386 2.46005 0.675
```

Properties
HOMO: -13.49 eV
Total energy: -2957.9412 Ha
Maximum force: 6.1 eV Å⁻¹
Net charge: +2

---

maximum force of number 1 (C31H44Cl3N5PdS)? 0.4 eV Å⁻¹

---

Among the records above, which one has the lowest maximum force? C31H44Cl3N5PdS

---

maximum force of number 2 (C31H44N4P2Ti)? 6.1 eV Å⁻¹